This record from the OMol25 dataset describes an isolated ion of composition C20H45N3P and charge +1 in a non-equilibrium geometry. The level of theory is the ωB97M-V functional and the def2-TZVPD basis.

The geometry in ORCA input format:
```
! wB97M-V def2-TZVPD RIJCOSX def2/J DEFGRID3
* xyz 1 1
C -1.9710 4.0284 1.1859
C -2.8989 4.1221 -0.0417
C -2.5695 3.1060 -1.1373
C -3.2330 1.7516 -0.9000
C -2.7027 0.6358 -1.8024
C -3.0671 0.8139 -3.2850
C -1.9656 0.3795 -4.2579
C -0.6960 1.2459 -4.1453
C 0.6410 0.4955 -4.0659
C 0.8173 -0.5415 -2.9489
C 1.4666 0.0491 -1.6949
N 2.1228 -0.9744 -0.8752
C 1.8164 -1.4183 0.3230
N 0.7891 -0.9513 1.0259
C 0.1261 -1.8614 2.0058
C -1.1976 -1.2693 2.4794
C -1.0738 0.2110 2.9034
C -2.2931 -1.4984 1.4320
N 2.6566 -2.3624 0.9194
P 4.3471 -1.7495 1.1021
C 5.0938 -3.1288 2.0590
C 4.1643 -4.0760 2.8386
C 4.1357 -0.4390 2.3684
C 3.1727 -0.6515 3.5518
H -1.1834 3.2848 1.0342
H -2.5074 3.7519 2.0935
H -1.4734 4.9771 1.3819
H -3.9337 3.9887 0.2802
H -2.8377 5.1283 -0.4560
H -2.8688 3.5013 -2.1100
H -1.4832 2.9606 -1.1720
H -3.0478 1.4684 0.1436
H -4.3187 1.8324 -0.9993
H -1.6147 0.5892 -1.6734
H -3.1277 -0.3106 -1.4662
H -3.3310 1.8528 -3.4894
H -3.9565 0.2131 -3.4838
H -2.3633 0.4477 -5.2708
H -1.7419 -0.6777 -4.0880
H -0.6283 1.8876 -5.0247
H -0.7949 1.9174 -3.2880
H 0.8270 0.0154 -5.0277
H 1.4245 1.2534 -3.9637
H 1.4830 -1.3258 -3.3186
H -0.1250 -1.0235 -2.6822
H 0.7688 0.6297 -1.0922
H 2.2582 0.7363 -1.9978
H 2.9764 -1.3565 -1.2624
H 0.0887 -0.5138 0.4339
H -0.0602 -2.8230 1.5212
H 0.7985 -2.0376 2.8367
H -1.4688 -1.8527 3.3604
H -1.4716 0.3542 3.9062
H -0.0439 0.5655 2.8878
H -1.6681 0.8488 2.2481
H -2.6785 -2.5172 1.4848
H -1.9115 -1.3704 0.4146
H -3.1267 -0.8106 1.5622
H 2.7045 -3.1821 0.3191
H 5.8090 -2.6613 2.7390
H 5.6860 -3.6954 1.3389
H 3.2744 -3.5731 3.2043
H 4.6878 -4.4753 3.7069
H 3.8722 -4.9303 2.2302
H 5.1456 -0.2428 2.7334
H 3.8485 0.4507 1.8013
H 2.8126 -1.6737 3.6027
H 2.3151 0.0143 3.4772
H 3.6721 -0.4191 4.4904
*
```

Computed properties:
E_tot = -1294.45631 Eh
HOMO level = -11.7 eV
M = 358.6 g mol⁻¹
SMILES = CCCCCCCCCCCN/C(NCC(C)C)=[NH+]\P(CC)CC
Kohn-Sham gap = 0.33644 Eh
LUMO level = -2.534 eV

---

This record from the OMol25 dataset describes C20H45NO5S3 as an isolated structure in a non-equilibrium geometry. The level of theory is the ωB97M-V functional and the def2-TZVPD basis.

The geometry in ORCA input format:
```
! wB97M-V def2-TZVPD RIJCOSX def2/J DEFGRID3
* xyz 0 1
C -48.4312 39.8738 -12.1315
C -49.4405 39.7141 -10.8378
N -49.0495 40.5602 -9.6300
C -47.8509 39.9799 -9.0254
C -48.6923 42.0085 -9.9442
C -49.7153 42.8664 -10.6767
C -50.2053 40.6576 -8.6826
C -50.6775 39.2943 -7.9935
O -51.8258 39.4140 -7.1783
C -51.5837 40.0686 -5.9696
H -48.9004 40.8346 -12.5133
H -48.6829 39.1568 -12.7175
H -47.3510 40.0012 -12.1655
H -49.3085 38.6644 -10.4935
H -50.4299 40.0422 -11.0142
H -47.7394 39.0823 -8.9447
H -47.7774 40.2867 -8.0963
H -47.0432 40.1839 -9.6006
H -47.6501 42.1031 -10.4961
H -48.5535 42.4696 -9.0023
H -50.5577 42.3464 -11.4165
H -49.2173 43.6869 -11.3542
H -50.4531 43.2789 -9.7644
H -51.1557 41.0047 -9.1378
H -50.0612 41.4936 -8.0250
H -49.8320 38.8601 -7.3261
H -50.7763 38.6436 -8.5583
H -52.7378 39.9304 -5.5037
H -51.4225 40.9490 -6.1405
H -50.5299 39.6539 -5.6225
O -46.3920 42.6449 -7.6831
H -45.6567 42.0449 -7.9819
C -42.8946 42.5009 -8.0425
S -44.6128 43.0035 -8.2415
O -44.5615 44.5278 -8.0248
C -44.9341 42.5277 -9.9079
H -42.7068 42.6343 -6.9495
H -42.1825 43.1921 -8.4824
H -42.7728 41.3880 -8.2408
H -45.1420 41.5202 -9.9719
H -44.2849 42.9167 -10.6772
H -45.7222 43.0025 -10.2124
C -48.2735 40.3571 -4.8279
S -48.4524 41.5931 -6.0506
O -49.8727 41.1730 -6.5007
C -48.6715 43.0306 -5.0904
H -49.0272 40.4218 -3.9876
H -47.4082 40.4902 -4.4777
H -48.4685 39.3721 -5.3619
H -48.9935 43.9328 -5.5404
H -48.0156 43.2481 -4.3957
H -49.7491 42.8236 -4.4856
C -44.6946 39.8226 -7.0724
S -44.5316 38.1803 -6.5134
O -43.3889 37.6182 -7.3051
C -43.8125 38.5964 -5.0019
H -45.0516 39.9800 -8.0718
H -43.8765 40.4497 -6.9879
H -45.2839 40.2776 -6.4101
H -44.5036 39.2168 -4.2270
H -43.0048 39.2805 -5.1500
H -43.5693 37.7797 -4.5286
C -51.8197 45.3695 -8.1299
C -50.5530 44.6978 -7.8715
C -49.3090 45.2811 -8.2229
C -49.2827 46.5663 -8.7119
C -50.5210 47.4269 -8.8888
C -51.8100 46.6936 -8.5248
H -52.5683 44.7676 -7.8785
H -50.5296 43.7639 -7.4943
H -48.2122 44.8785 -7.9918
H -48.4341 47.0094 -8.9434
H -50.3288 48.5037 -9.1743
H -52.7184 47.4248 -8.6141
*
```

Computed properties:
E_tot = -2413.65725 Eh
HOMO level = -5.1 eV
M = 475.8 g mol⁻¹
Kohn-Sham gap = 0.19343 Eh
LUMO level = 0.126 eV

---

This record from the OMol25 dataset describes C20H46Cs2N6O14S2 as an isolated structure in a non-equilibrium geometry. The level of theory is the ωB97M-V functional and the def2-TZVPD basis.

The geometry in ORCA input format:
```
! wB97M-V def2-TZVPD RIJCOSX def2/J DEFGRID3
* xyz 0 1
Cs -5.2955 4.9569 -0.7636
Cs 2.3671 6.1058 -0.3007
S -0.7179 0.9692 0.2882
O -0.8510 2.1456 1.1251
O -0.1638 -0.1791 0.9684
O -2.0567 0.6682 -0.2063
O 0.1385 1.3180 -0.8335
C 0.4592 -2.5490 6.9578
C 1.3441 -1.3682 7.2755
O 1.9744 -1.2726 8.3220
N 1.4582 -0.4342 6.3135
C 2.3666 0.7054 6.3424
H 0.5773 -2.7922 5.9018
H -0.6092 -2.3602 7.0631
H 0.7356 -3.4309 7.5356
H 1.0131 -0.6141 5.4249
H 2.5472 1.1898 5.3828
H 3.3274 0.3534 6.7180
H 2.0150 1.4037 7.1019
C 7.7438 1.0476 -5.0032
C 6.3510 1.3801 -4.3825
O 6.1213 2.5495 -4.0546
N 5.4653 0.3800 -4.2147
C 5.6473 -1.0273 -4.6038
H 8.3673 1.9370 -4.9125
H 7.5815 0.8895 -6.0694
H 8.2444 0.2402 -4.4687
H 4.5284 0.6290 -3.9312
H 6.6363 -1.2913 -4.9781
H 4.9394 -1.3674 -5.3596
H 5.3813 -1.7222 -3.8072
C -5.3169 -3.7030 1.7395
C -6.5264 -3.6998 0.8011
O -7.4110 -4.5303 0.9362
N -6.4902 -2.7356 -0.1290
C -7.4510 -2.4563 -1.1717
H -4.9579 -2.6827 1.8741
H -4.5120 -4.3463 1.3840
H -5.6762 -3.9045 2.7487
H -5.6456 -2.1827 -0.1607
H -6.8437 -2.3427 -2.0697
H -7.9635 -1.5072 -1.0145
H -8.1196 -3.2970 -1.3570
C -3.9275 2.7406 5.9302
C -3.4205 4.0658 6.5164
O -3.7345 4.4599 7.6043
N -2.5013 4.6471 5.7660
C -1.9683 5.9043 6.1327
H -4.9740 2.6293 6.2142
H -3.4156 1.8605 6.3194
H -3.8231 2.6900 4.8464
H -2.1253 4.2021 4.9410
H -2.7072 6.6035 6.5242
H -1.5197 6.3065 5.2243
H -1.1445 5.8160 6.8409
C -1.2374 8.9982 -6.5820
C -1.1487 7.6014 -5.9585
O -1.5238 7.4155 -4.8166
N -0.5336 6.6903 -6.6941
C -0.1557 5.3483 -6.1957
H -0.3666 9.6052 -6.3345
H -2.0692 9.5005 -6.0881
H -1.2391 8.9969 -7.6720
H 0.0810 6.9947 -7.4355
H -0.7875 5.0005 -5.3784
H 0.9036 5.3276 -5.9394
H -0.2060 4.6432 -7.0253
C 5.1163 -2.2067 1.9142
C 4.7921 -3.6700 2.0272
O 5.6808 -4.3739 2.4243
N 3.5701 -4.0636 1.7796
C 3.0335 -5.3802 1.8451
H 5.9455 -2.0583 1.2225
H 5.4761 -1.8581 2.8823
H 4.2897 -1.5298 1.6983
H 2.9138 -3.3372 1.5311
H 3.4203 -5.9951 1.0324
H 1.9473 -5.3758 1.7547
H 3.2194 -5.8736 2.7991
C -2.3675 -4.9842 -4.5957
C -1.0707 -4.9584 -3.7535
O -0.1979 -5.9011 -4.3125
S -1.0750 -7.1566 -4.9275
O -1.5167 -8.0131 -3.8097
O -0.4074 -7.7918 -6.0974
O -2.2579 -6.0670 -5.4153
H -2.6157 -3.9871 -4.9595
H -3.1740 -5.1415 -3.8796
H -1.2298 -5.4277 -2.7827
H -0.6710 -3.9693 -3.5301
*
```

Computed properties:
E_tot = -3008.05878 Eh
HOMO level = -4.6 eV
M = 924.6 g mol⁻¹
Kohn-Sham gap = 0.09439 Eh
LUMO level = -2.004 eV

---

Which of these has the lowest E_tot? C20H46Cs2N6O14S2